# C30H58Br2O27

A 10-piece molecular cluster, C30H58Br2O27 overall in a non-equilibrium geometry (ωB97M-V/def2-TZVPD, the Open Molecules 2025 dataset).

```
117
Properties=species:S:1:pos:R:3:forces:R:3:lowdin_charge:R:1
C 1.457513 0.812556 -1.066200 -1.12 -1.90 0.46 -0.005
C 4.207309 -3.420500 0.688571 -1.50 -1.01 -1.01 -0.033
H -4.779634 1.077672 3.854417 -0.29 0.20 -0.12 0.092
C 5.638976 6.378468 -0.587979 -1.14 0.19 -0.51 -0.079
H 4.214046 -1.751351 8.994893 -0.88 0.47 0.23 0.096
C -1.267234 -2.834132 6.800996 1.03 -2.14 -1.10 -0.506
H 0.690532 -0.879275 -3.434094 0.22 0.33 -0.64 0.090
H -4.515091 8.967482 -0.095675 -0.03 0.00 0.81 0.097
H 6.264002 1.397882 -0.201750 -0.22 0.17 0.49 0.094
O -1.860518 -2.050072 7.710742 0.80 0.63 -1.77 0.004
Br 3.437145 1.226205 -5.731377 0.61 -0.73 -0.07 0.539
H -6.138857 8.255003 0.149864 0.14 -0.37 -0.39 0.103
H 0.753706 -2.622313 -8.555373 0.12 -0.11 -0.01 0.099
H -5.557580 0.955259 -0.801622 -0.54 -0.04 -0.52 0.090
O 5.019650 -4.341257 -0.040019 2.03 -0.31 -0.97 -0.027
H 4.700191 -0.471727 -7.895294 0.27 -0.41 0.16 0.047
H -2.455336 5.618596 -3.502355 -0.06 0.08 -0.05 0.096
C -5.292601 8.340288 -0.531799 1.03 2.62 -0.35 -0.060
O -6.567254 1.973129 4.279604 -0.92 0.56 1.77 -0.016
H -5.064113 1.150196 5.579580 -0.80 -0.21 0.10 0.094
H -1.637336 5.503235 -1.949159 0.06 -0.09 0.10 0.103
H 2.847479 2.305300 4.284541 -0.35 -0.16 1.01 0.093
H -8.858372 -3.405958 -2.207805 0.10 -0.04 0.12 0.097
O 7.152057 3.311982 0.175440 0.73 -0.20 -0.21 -0.006
H -0.464690 -8.429334 -8.725808 -0.61 0.64 0.44 0.087
O -0.814976 0.274244 -0.840394 0.46 0.02 0.27 0.088
H 1.074546 -7.784824 -9.082940 -0.05 1.30 -0.17 0.089
O -0.757213 -3.943984 7.005790 -1.07 2.80 -0.42 0.095
O -1.147936 1.622059 0.945730 2.51 -2.12 -2.10 0.096
O 3.997178 -1.109332 5.297568 0.22 0.69 1.56 0.082
C 0.539981 -5.376606 -7.859665 4.00 -0.98 -1.33 -0.511
C -8.216872 -2.710267 -1.666874 -0.52 -1.06 0.61 -0.085
C 3.674415 -0.312869 6.178709 -0.30 -2.01 -2.87 -0.604
H 7.976859 1.549120 0.331171 -0.30 -0.60 0.36 0.096
O 6.257687 -5.120822 -1.651705 0.53 -1.38 0.69 0.006
H 2.451052 0.372991 -0.978025 -0.21 -0.01 -0.18 0.128
O -1.356351 -2.220383 5.560943 -1.75 0.60 2.25 -0.030
H 3.991673 -2.459996 0.220559 0.75 0.06 -0.13 0.085
C 5.262724 -4.301056 -1.379965 -0.90 1.17 0.22 -0.588
C -0.376727 0.992929 0.194588 -3.30 2.25 2.99 -0.562
H 0.595968 -1.202902 -1.356401 -0.16 0.00 0.79 0.151
H 7.142080 -4.440871 -3.372077 0.01 0.24 0.06 0.090
C -0.667756 -2.682395 4.432136 1.56 -1.52 0.35 -0.065
C 6.766527 -5.378891 -2.963210 0.20 1.59 -0.87 -0.029
H 6.244353 7.261779 -0.791398 -0.08 -0.10 0.13 0.096
H -0.938334 -2.797553 9.515588 0.60 -0.34 -1.05 0.093
H -0.853207 -3.730410 4.196797 -0.15 -0.20 0.42 0.092
H -5.363278 -0.096952 0.495250 -0.24 -0.78 -0.04 0.086
H -9.422484 3.046073 6.540026 -0.45 0.22 0.03 0.087
O -3.580885 7.779762 -2.734304 -0.29 -1.69 2.66 0.095
H 6.057359 -5.703895 -3.724477 -0.39 -0.40 0.59 0.098
H -1.885367 -1.458032 9.675460 -0.87 0.18 -0.51 0.097
H -10.331479 3.635710 5.063546 0.42 0.16 0.05 0.090
H -6.759596 0.906184 0.501700 -0.54 -0.16 -0.40 0.093
O -0.343446 -6.400673 -7.995872 1.53 -0.57 -1.07 -0.011
O -7.071592 2.789664 6.437410 0.19 -0.38 -1.95 0.116
O 4.671828 -3.614154 -2.180615 0.12 -0.16 0.32 0.112
H 5.018042 6.156598 -1.455925 0.19 -0.17 -0.19 0.090
H 4.528807 1.841437 4.526184 0.00 -0.11 0.04 0.091
H 5.802981 0.692940 -5.233509 0.00 -0.59 0.01 0.047
O -8.605764 2.486498 4.756932 0.38 0.20 -0.29 -0.034
H 4.575048 -3.365063 1.713152 0.08 0.08 -0.32 0.098
C -9.779360 2.822498 5.534665 0.97 -0.31 0.28 -0.022
O 6.521519 5.351726 -0.261351 1.41 -2.10 0.59 -0.030
H 7.647297 -6.019916 -2.925386 -0.49 -0.28 0.58 0.095
H 2.944776 -2.470537 7.861973 -0.10 -0.07 0.68 0.100
H 4.899628 -0.925931 -5.502088 -0.15 0.47 0.69 0.050
H -4.661625 2.597078 4.773834 0.01 0.14 -0.30 0.096
H 1.497454 1.729905 -1.653540 -0.19 0.28 0.46 0.135
H -0.403760 -2.275861 -7.286124 -0.47 -0.57 -0.12 0.094
C -7.129344 -0.646801 -2.216361 0.12 1.24 1.15 -0.454
C -5.234184 1.679018 4.641739 1.45 0.31 0.29 -0.068
O -6.794236 0.315017 -2.888054 -0.89 -2.62 0.95 0.118
H 6.718488 2.050318 1.541259 -0.41 -1.48 -0.04 0.103
O -3.662739 5.669759 -1.851192 -0.44 -0.41 0.86 0.014
H -10.441098 1.956359 5.537126 0.22 -0.10 0.07 0.089
H -8.750610 -2.347755 -0.788356 -0.16 0.45 -0.28 0.094
H -2.608010 4.133144 -2.564431 0.01 0.10 0.17 0.099
H -7.362148 -3.242056 -1.248836 0.28 0.08 -0.42 0.094
C 5.097367 0.099368 -5.814790 -0.01 0.39 -1.82 -0.635
C 5.513497 -0.040343 -7.311748 0.18 0.01 0.64 -0.627
O 5.166525 3.627054 -0.851755 0.19 -0.34 0.25 0.110
H 1.114309 -2.997178 -6.854586 0.17 -0.19 -0.12 0.095
C -2.538733 5.218520 -2.491868 1.58 -0.66 -1.43 -0.074
H -5.456749 8.952225 -1.418750 -0.88 -0.43 -0.32 0.096
H -2.603007 -3.108676 9.258656 -0.30 0.39 0.33 0.102
C -3.893317 6.963247 -1.845333 -0.49 1.88 -3.14 -0.589
C 6.194666 4.009022 -0.347644 -1.57 2.41 -0.84 -0.601
C 0.323839 -0.172999 -1.587379 1.04 0.77 0.82 -0.325
C 6.951959 1.884675 0.489520 1.02 2.04 -0.26 0.033
O 1.824362 -5.478933 -7.918866 -5.57 0.68 0.60 0.040
C -7.350654 2.492379 5.290957 -1.17 -0.79 0.06 -0.524
H -0.114736 0.724458 -3.559946 0.18 0.13 0.30 0.094
H 4.934129 6.561720 0.223004 0.15 0.12 0.22 0.095
C -6.141587 0.297263 -0.158136 1.05 0.67 0.10 -0.053
O 0.952679 0.962320 0.321051 0.66 0.81 -1.48 0.053
C -1.832008 -2.361966 9.068696 0.16 -1.06 1.65 -0.070
O 3.494478 -0.596293 7.459224 0.70 1.73 -0.13 0.021
C 0.339042 -2.999987 -7.620769 1.29 0.94 0.20 -0.053
H 0.712263 -8.048148 -7.423589 -0.16 -0.37 -0.07 0.090
H 3.359331 0.701272 3.817219 0.13 -0.05 0.14 0.085
H -0.974445 -0.753436 -3.149388 -0.19 0.14 0.30 0.097
H 3.262873 -3.961193 0.627026 -0.49 0.44 0.84 0.094
O -0.201637 -4.277213 -7.806173 -0.66 -0.69 0.39 0.000
O -7.896881 -1.732602 -2.630873 1.85 2.57 0.49 -0.010
C 3.827635 -1.842194 7.979741 0.09 -2.17 0.44 -0.069
O 3.273669 0.910004 5.903034 -0.38 2.00 0.11 0.007
H -0.873248 -2.173702 3.490277 -0.34 0.79 0.70 0.093
C -0.045052 -0.205206 -2.995169 0.16 -0.70 -2.01 -0.043
Br 7.136878 -1.266796 -7.397613 -1.20 0.86 0.03 0.531
O -4.707914 7.130715 -0.840684 -0.64 -1.03 1.09 0.020
H 0.372581 -2.591071 4.744315 0.36 -0.10 -0.85 0.096
C 0.264704 -7.707963 -8.357438 0.40 -0.06 1.28 -0.020
O -6.846581 -0.746506 -0.830813 -0.47 -0.30 -1.75 -0.069
H 5.780179 0.885724 -7.821036 0.27 -0.05 0.39 0.049
H 4.616431 -2.476911 7.575947 0.28 0.83 -1.25 0.095
C 3.501271 1.480000 4.566578 0.56 -1.17 0.00 0.001
```
Forces are in eV/Å.

Output
- LUMO energy: 0.045 eV
- Electronic energy: -8357.26538 Ha
- SMILES string: C[C@H]1COC(=O)O1.COC(=O)OC.COC(=O)OC.COC(=O)OC.COC(=O)OC.COC(=O)OC.COC(=O)OC.COC(=O)OC.COC(=O)OC.BrCCBr
- Multiplicity: 1
- HOMO energy: -10.611 eV

# C30H58IrN11O4S2

C30H58IrN11O4S2 as an isolated structure in a non-equilibrium geometry (ωB97M-V/def2-TZVPD, the Open Molecules 2025 dataset).

```
106
Properties=species:S:1:pos:R:3:forces:R:3:lowdin_charge:R:1
N 0.477706 4.249257 0.808876 0.14 -0.19 0.12 -0.181
C 1.062123 2.775550 -2.460462 0.12 -0.04 -0.01 -0.014
H -0.223618 1.063049 3.522153 -0.03 -0.19 -0.03 0.158
H 2.167090 5.155430 1.672899 -0.02 0.01 0.02 0.107
H 5.544068 0.764374 -0.142549 0.01 -0.01 0.01 0.109
N 3.586768 -1.636153 1.426103 -0.03 -0.33 0.01 -0.103
H -2.052589 -6.543844 -3.042003 0.00 0.01 -0.02 0.139
H 2.446545 0.746808 -1.734794 -0.10 0.09 0.01 0.027
C 4.950093 -2.092708 1.087461 -0.02 0.00 0.02 -0.003
C -4.163661 3.263599 0.429795 -0.04 -0.09 0.07 -0.025
H -0.858647 5.385333 1.913563 -0.01 -0.01 0.00 0.115
S 0.048176 -4.356957 -2.337200 0.25 -0.47 0.44 0.682
H 1.832366 -0.852225 -5.424938 0.00 -0.03 0.03 0.088
H 2.143207 5.176410 -0.094453 0.03 -0.01 0.03 0.097
C -2.233752 -3.474100 -1.576581 0.07 0.03 0.00 -0.143
H 4.085441 -2.035398 3.392842 0.01 0.02 0.01 0.113
H 2.962844 -3.205895 2.714759 0.05 -0.01 0.05 0.113
H 1.089698 6.270352 0.818595 0.00 0.00 -0.03 0.108
H -0.042596 -2.477210 -5.046608 -0.08 0.17 0.04 0.091
O 0.414213 -4.197846 -3.713683 0.38 -0.70 0.26 -0.290
H -5.115810 1.460407 -2.270990 -0.01 0.00 0.01 0.101
N -2.102801 1.100841 -0.237075 0.32 -0.29 -0.35 -0.004
C 0.914099 1.744220 1.791373 0.00 0.03 0.03 -0.168
H 2.401113 0.347395 -4.246562 0.04 0.00 0.05 0.054
H 0.762314 0.500109 -4.950092 0.06 0.04 -0.11 0.066
H 2.410654 -1.581902 3.202305 0.14 -0.07 0.01 0.071
N 0.540149 3.572197 -1.358062 -0.20 -0.05 -0.11 -0.079
H -0.055950 4.149708 2.877597 0.00 0.00 0.00 0.106
H -3.809121 0.261667 0.731991 0.01 0.05 -0.09 0.146
C 0.804218 -1.964317 1.266434 0.18 -0.02 -0.09 -0.177
C -0.486136 -1.892890 -4.239047 -0.37 0.43 -0.43 -0.200
H -6.058961 1.871820 -0.836583 0.01 -0.01 0.01 0.109
H 3.170645 -0.810934 -2.174925 0.01 0.01 -0.12 0.081
H -1.322826 3.703079 1.706566 -0.08 -0.01 0.02 0.061
C -4.398241 -4.441701 -1.731476 0.02 0.01 0.00 -0.027
C -1.697265 -4.601206 -2.182753 -0.11 -0.03 -0.02 -0.202
H -3.008314 0.536077 -3.940740 -0.01 0.05 -0.01 0.118
H -0.427942 -1.785812 3.045343 -0.17 0.10 -0.07 0.159
H -0.440433 5.407679 -0.975738 0.00 0.00 0.01 0.101
H 4.718428 0.540785 1.403129 0.00 0.01 0.01 0.095
C -2.078510 -0.408402 1.752319 -0.09 0.06 0.17 -0.136
C 1.531503 -0.192126 -4.611005 -0.25 0.27 0.01 -0.196
H -5.572291 3.150309 -1.954084 0.02 0.00 0.00 0.102
C -2.879346 1.764329 -1.104590 -0.10 0.37 0.05 -0.361
C 3.213749 -2.145269 2.749186 0.17 0.14 0.10 -0.019
N 3.662290 -0.177661 -0.278860 -0.58 0.51 0.41 -0.152
H -2.001993 -0.098608 -2.628746 -0.05 0.06 -0.05 0.059
C -2.479220 -5.665705 -2.576569 0.03 -0.02 -0.01 0.010
H -3.006253 1.508902 1.644224 -0.02 0.03 0.04 0.090
H 5.003513 -3.161284 1.294815 0.00 0.00 0.01 0.111
H 0.857973 3.311319 -3.383736 0.03 0.00 0.00 0.108
C 2.862734 -0.934596 0.524920 0.29 -0.10 0.14 -0.325
H 2.142758 2.668341 -2.366824 0.00 0.04 -0.02 0.103
H 4.162770 1.793141 0.280876 0.00 -0.01 -0.03 0.094
N 0.578435 1.913484 0.371910 0.53 0.56 -0.58 -0.065
H -1.164484 1.869504 2.278145 -0.02 0.09 0.03 0.089
H 0.028222 -2.414528 0.674327 -0.17 -0.21 -0.08 0.087
C -2.825402 0.660757 0.986680 -0.04 -0.06 -0.13 -0.172
N 0.041760 -2.831747 -1.651976 0.04 -0.50 0.77 -0.121
C 3.329239 0.124943 -1.642217 -0.06 -0.22 -0.26 -0.060
H 4.178523 0.639925 -2.090150 -0.02 -0.05 -0.04 0.116
O 0.246852 -0.161224 -2.342113 0.33 0.51 -0.27 -0.714
H -3.100321 3.930742 -2.514516 -0.03 -0.01 0.02 0.102
N -4.036479 2.368250 -0.708934 0.21 -0.06 0.04 -0.148
H -4.015129 -2.502535 -0.860317 -0.01 -0.01 -0.02 0.117
H -2.453597 -0.486371 2.776444 0.06 0.14 0.02 0.156
C 0.116146 4.920477 -1.767482 -0.07 -0.01 0.00 0.001
O -1.438527 -1.363423 -0.724136 0.25 -0.73 -0.11 -0.215
Ir -0.128065 0.149623 -0.308481 -1.08 -0.43 1.51 1.643
H -5.465181 -4.402674 -1.559504 0.00 0.01 -0.01 0.122
C -0.333860 1.200688 2.444389 0.13 0.00 0.33 -0.131
H -1.307909 1.017149 -3.830296 -0.05 0.00 0.06 0.074
H 1.725847 1.016806 1.850293 -0.01 0.01 0.08 0.106
H -1.057781 -2.568309 -3.609408 -0.09 0.55 -0.59 0.037
H 5.689121 -1.585883 1.708493 0.01 0.02 -0.03 0.105
N -2.588683 1.889444 -2.415541 0.19 -0.08 -0.05 -0.120
H 1.264453 2.651293 2.272849 -0.04 0.05 -0.12 0.123
H -3.944379 2.912869 -3.700108 0.01 0.00 -0.02 0.098
C -3.848427 -5.564580 -2.344891 -0.01 0.00 0.01 -0.015
C 0.518427 3.208993 -0.078211 0.05 0.00 0.30 -0.317
H 0.934860 -0.677532 2.988899 -0.06 -0.05 0.00 0.101
H -1.094163 -1.083580 -4.629469 0.02 0.12 -0.09 0.066
H -0.522160 4.821059 -2.643420 0.02 -0.01 -0.01 0.090
H -2.235436 3.277033 -3.917206 0.01 0.00 0.01 0.098
C 0.180460 -1.168757 2.382099 -0.09 -0.15 0.05 -0.117
N 1.516160 -0.989171 0.424668 -0.07 0.05 -0.62 -0.009
H 0.977384 5.532657 -2.035711 0.00 0.01 0.00 0.113
H -4.733280 2.823826 1.251811 0.00 -0.02 -0.01 0.105
O 0.780942 -5.230420 -1.482680 -0.03 0.01 -0.09 -0.235
C -3.594281 -3.377591 -1.339232 0.00 -0.01 0.03 0.008
H 1.414489 -2.791903 1.610205 0.00 0.15 -0.08 0.120
C 4.574880 0.782141 0.354767 0.14 -0.12 -0.01 -0.016
N -0.633755 -0.082756 1.762975 0.04 0.25 -0.67 -0.226
H 0.596821 1.799904 -2.519368 -0.02 -0.04 0.02 0.034
C -2.194548 0.770279 -3.245943 -0.21 -0.15 -0.13 -0.049
C -1.151021 -2.503822 -1.294836 -0.35 0.36 0.35 -0.509
C -3.003156 3.069844 -3.170904 -0.03 -0.04 0.02 -0.024
C -0.483031 4.360989 1.893533 0.07 0.07 0.00 -0.022
H -3.183246 3.564050 0.784323 0.08 0.00 0.03 0.070
S 0.876688 -1.224298 -3.304336 0.40 0.09 -0.13 0.990
H -4.497304 -6.375033 -2.648104 0.00 -0.01 0.02 0.128
C -5.259541 2.209955 -1.496874 0.00 0.08 -0.07 -0.015
H -4.690683 4.161578 0.103668 0.01 0.00 0.00 0.110
C 1.526883 5.271648 0.795427 -0.06 0.06 -0.07 -0.010
H 5.171824 -1.923392 0.041498 -0.01 -0.01 -0.02 0.103
H -2.192458 -1.377213 1.283966 0.04 -0.08 -0.01 0.117
```
Forces are in eV/Å.

Output
- LUMO energy (spin up / spin down): -8.193 / -10.947 eV
- Electronic energy: -2980.92119 Ha
- Total charge: +3
- ⟨S²⟩: 0.76
- Multiplicity: 2
- HOMO energy (spin up / spin down): -16.301 / -16.297 eV

Among the records above, which one has the highest electronic energy?
C30H58IrN11O4S2